Entry from OMol25: a structure of composition C3H6AsF6O3Rb (wB97M-V/def2-TZVPD).

Element x y z (Å)
Rb  3.66  -3.92  -0.01
As  0.71  -1.00  5.23
F  0.44  -1.70  6.89
F  -0.40  -2.16  4.36
F  1.20  -0.23  3.65
F  1.75  0.21  6.04
F  2.10  -2.22  4.99
F  -0.71  0.05  5.35
C  -2.35  1.03  -1.21
O  -1.44  1.40  -2.25
C  -0.64  0.64  -2.88
O  -0.26  -0.55  -2.60
O  -0.23  1.43  -3.95
C  0.79  1.11  -4.92
H  -3.30  1.41  -1.58
H  -2.09  1.56  -0.30
H  -2.42  -0.06  -1.15
H  0.95  1.90  -5.67
H  0.50  0.25  -5.52
H  1.75  0.85  -4.47

Its energy relative to the best compared isomer or geometry (same formula, charge and spin) is 83.9 kcal per mole. As for the HOMO energy: -10.889 eV. The spin multiplicity is 1. Its net charge is 0.



Entry from OMol25: the molecule C8H10P2 (wB97M-V/def2-TZVPD).

Element x y z (Å)
C  -0.31  -0.41  1.77
C  -1.53  0.00  1.27
C  0.89  -0.50  1.09
C  -1.77  0.42  0.01
C  0.93  -0.31  -0.34
C  0.04  0.56  -1.06
C  1.92  -0.97  -1.02
C  0.05  1.36  -2.09
P  2.37  -1.20  1.95
P  -2.97  1.07  -1.06
H  -0.36  -0.82  2.89
H  -2.37  0.23  1.96
H  2.09  -1.03  -2.13
H  2.50  -1.75  -0.60
H  1.07  1.77  -2.56
H  -0.82  1.79  -2.68
H  2.22  -0.86  3.46
H  3.11  -0.13  1.66
H  -4.24  0.47  -0.42
H  -2.80  0.31  -2.11

Its energy relative to the best compared isomer or geometry (same formula, charge and spin) is 98.3 kcal per mole. As for the HOMO energy: -7.653 eV. The spin multiplicity is 1. Its net charge is 0.



Entry from OMol25: the molecule C2H3BrO (wB97M-V/def2-TZVPD).

Element x y z (Å)
Br  2.21  0.28  -0.03
C  0.48  -0.05  0.39
C  -0.68  0.04  -0.56
O  -0.19  -1.18  0.01
H  0.22  0.19  1.64
H  -1.57  0.41  0.06
H  -0.47  0.32  -1.51

Its energy relative to the best compared isomer or geometry (same formula, charge and spin) is 52.6 kcal per mole. As for the HOMO energy: -10.093 eV. The spin multiplicity is 1. Its structure (SMILES) is Br[C@H]1CO1. Its net charge is 0.



Entry from OMol25: a structure of composition C19H15F3N7O4PbS2 (wB97M-V/def2-TZVPD).

Element x y z (Å)
Pb  0.62  1.95  -1.16
N  0.98  -5.66  2.30
C  0.88  -4.31  2.19
C  1.86  -3.48  2.77
C  1.77  -2.11  2.66
C  0.70  -1.55  1.97
C  -0.29  -2.35  1.41
C  -0.19  -3.72  1.51
S  0.58  0.18  1.84
O  -0.79  0.56  1.61
O  1.34  0.81  2.87
N  1.29  0.55  0.37
C  2.63  0.60  0.15
N  2.91  1.34  -0.95
C  4.18  1.46  -1.34
C  5.19  0.86  -0.62
C  4.80  0.13  0.50
N  3.54  -0.01  0.89
H  1.71  -6.09  2.83
H  0.26  -6.26  1.93
H  2.69  -3.93  3.31
H  2.52  -1.47  3.10
H  -1.13  -1.90  0.91
H  -0.96  -4.35  1.08
H  4.37  2.04  -2.24
H  6.22  0.94  -0.91
H  5.54  -0.37  1.11
S  0.57  2.04  -3.65
C  1.89  0.98  -3.82
N  2.79  0.27  -3.90
F  0.85  3.91  1.10
C  0.75  4.02  -0.22
F  1.83  4.65  -0.68
F  -0.33  4.75  -0.51
N  -6.63  0.82  -1.63
C  -5.89  1.09  -0.54
O  -6.33  1.17  0.58
C  -4.40  1.28  -0.76
C  -3.70  0.68  -1.80
C  -2.33  0.88  -1.88
N  -1.68  1.63  -0.99
C  -2.35  2.21  0.01
C  -3.71  2.05  0.16
H  -7.63  0.74  -1.51
H  -6.28  0.95  -2.57
H  -4.18  0.04  -2.53
H  -1.74  0.43  -2.67
H  -1.78  2.80  0.72
H  -4.24  2.50  0.99
O  0.80  -2.40  -1.98
C  0.48  -1.33  -2.03

Its energy relative to the best compared isomer or geometry (same formula, charge and spin) is 28.2 kcal per mole. As for the HOMO energy: -10.718 eV. The spin multiplicity is 1. Its net charge is +1.



Entry from OMol25: a structure of composition C47H36BrF3N3O3RuSSb (wB97M-V/def2-TZVPD).

Element x y z (Å)
Ru  -0.72  0.18  -0.37
Br  1.67  -9.84  0.87
C  0.46  -8.63  1.65
C  -0.90  -8.91  1.62
C  -1.79  -8.01  2.16
C  -1.32  -6.81  2.72
C  0.07  -6.56  2.78
C  0.95  -7.47  2.24
N  -2.24  -5.89  3.13
N  -2.01  -4.77  3.68
C  -1.80  -3.63  3.11
C  -1.60  -2.51  4.01
C  -1.23  -1.30  3.59
C  -1.03  -1.06  2.18
O  -0.73  0.04  1.73
C  -1.29  -2.15  1.23
N  -1.14  -1.84  -0.07
C  -1.48  -2.71  -1.00
C  -2.03  -3.95  -0.66
C  -2.13  -4.30  0.66
C  -1.72  -3.40  1.65
H  -1.26  -9.83  1.18
H  -2.86  -8.20  2.16
H  0.43  -5.66  3.26
H  2.01  -7.29  2.27
H  -1.75  -2.71  5.07
H  -1.09  -0.47  4.28
H  -1.33  -2.40  -2.03
H  -2.36  -4.62  -1.44
H  -2.56  -5.26  0.93
C  2.44  1.19  -1.80
C  2.65  -0.30  -2.15
C  2.08  -1.05  -0.94
O  1.42  -0.05  -0.11
C  2.18  1.16  -0.31
H  1.55  1.56  -2.31
H  3.29  1.82  -2.07
H  3.71  -0.53  -2.27
H  2.13  -0.57  -3.06
H  2.87  -1.51  -0.34
H  1.34  -1.80  -1.20
H  3.11  1.07  0.26
H  1.61  1.99  0.08
C  -3.16  1.94  -10.65
C  -2.34  1.64  -9.43
O  -2.07  2.42  -8.56
S  -1.83  -0.10  -9.40
C  -1.33  -0.26  -7.71
C  -0.30  0.51  -7.19
C  -0.05  0.49  -5.82
C  -0.82  -0.29  -4.96
C  -1.78  -1.14  -5.51
C  -2.04  -1.13  -6.87
C  -0.68  -0.16  -3.53
C  -0.66  0.02  -2.33
H  -3.21  3.02  -10.81
H  -4.17  1.56  -10.49
H  -2.75  1.44  -11.53
H  0.30  1.12  -7.85
H  0.75  1.11  -5.42
H  -2.34  -1.79  -4.86
H  -2.80  -1.77  -7.29
F  -4.65  7.90  -0.84
C  -3.95  6.81  -0.48
C  -3.09  6.25  -1.40
C  -2.37  5.12  -1.02
C  -2.53  4.56  0.25
C  -3.38  5.18  1.16
C  -4.10  6.31  0.80
Sb  -1.42  2.80  0.74
C  -2.23  2.49  2.69
C  -3.59  2.23  2.89
C  -4.07  1.98  4.17
C  -3.19  2.00  5.23
F  -3.65  1.75  6.46
C  -1.85  2.27  5.07
C  -1.37  2.51  3.78
C  -2.75  1.47  -0.36
C  -3.02  1.73  -1.72
C  -3.80  0.89  -2.48
C  -4.30  -0.26  -1.88
F  -5.02  -1.11  -2.63
C  -4.07  -0.57  -0.56
C  -3.29  0.31  0.20
H  -2.99  6.68  -2.38
H  -1.67  4.69  -1.73
H  -3.49  4.79  2.17
H  -4.77  6.80  1.49
H  -4.28  2.23  2.06
H  -5.12  1.78  4.35
H  -1.19  2.29  5.93
H  -0.32  2.72  3.64
H  -2.63  2.63  -2.19
H  -4.00  1.09  -3.52
H  -4.50  -1.46  -0.13
H  -3.18  0.12  1.26

Its energy relative to the best compared isomer or geometry (same formula, charge and spin) is 45.1 kcal per mole. As for the HOMO energy (alpha / beta): -9.175 / -9.361 eV. As for the expectation value of S²: 0.792. The spin multiplicity is 2. Its net charge is +1.



Entry from OMol25: a cluster of 2 separate species, C3H3F3O in total (wB97M-V/def2-TZVPD).

Element x y z (Å)
C  0.83  0.59  -1.18
C  0.82  1.18  -0.04
C  -1.77  0.87  0.24
O  -1.01  1.82  0.58
F  1.54  1.38  0.98
F  -2.16  0.83  -1.08
F  -1.32  -0.40  0.51
H  1.67  -0.02  -1.18
H  0.18  0.69  -1.96
H  -2.85  0.96  0.76

Its energy relative to the best compared isomer or geometry (same formula, charge and spin) is 86.8 kcal per mole. As for the HOMO energy: -10.764 eV. The spin multiplicity is 1. Its net charge is 0.



Entry from OMol25: a cluster of 2 separate species, CH5S3 in total (wB97M-V/def2-TZVPD).

Element x y z (Å)
S  -0.79  1.83  1.57
H  -0.70  2.83  0.60
C  -0.73  -0.99  -2.00
S  0.78  -0.51  -1.25
S  0.53  -0.97  0.72
H  -1.41  -0.25  -1.50
H  -0.60  -0.96  -3.03
H  -0.96  -1.99  -1.65
H  -0.33  0.66  0.96

Its energy relative to the best compared isomer or geometry (same formula, charge and spin) is 11.6 kcal per mole. As for the HOMO energy: -2.615 eV. The spin multiplicity is 1. Its net charge is -1.



Entry from OMol25: a structure of composition C9H25AlBInO3P2 (wB97M-V/def2-TZVPD).

Element x y z (Å)
C  4.67  -0.37  0.12
C  3.85  0.61  -0.73
C  2.38  0.17  -0.89
C  1.38  0.81  0.08
C  1.88  0.78  1.53
Al  -0.45  -0.10  0.14
B  -1.35  0.24  2.05
O  -1.68  -0.75  2.89
O  -1.53  1.52  2.40
P  -0.10  -2.45  -0.22
C  -0.94  -3.50  1.01
O  -0.82  -2.79  -1.63
P  -1.96  0.66  -1.44
C  -1.54  2.28  -2.19
C  -3.65  0.92  -0.77
C  -4.21  -0.32  -0.06
H  3.99  -0.98  0.70
H  5.23  -1.04  -0.52
H  5.32  0.14  0.80
H  4.36  0.73  -1.69
H  3.91  1.58  -0.22
H  2.37  -0.91  -0.80
H  2.04  0.42  -1.92
H  1.26  1.87  -0.17
H  1.36  1.50  2.14
H  2.93  1.02  1.61
H  1.76  -0.21  1.97
H  -2.54  -0.55  3.32
H  -1.15  2.13  1.73
H  -1.81  -2.98  1.40
H  -1.27  -4.39  0.50
H  -0.25  -3.74  1.81
H  -0.45  -3.59  -2.04
H  -0.87  2.19  -3.03
H  -2.47  2.69  -2.58
H  -1.19  2.98  -1.44
H  -4.26  1.21  -1.62
H  -3.59  1.79  -0.13
H  -4.38  -0.08  0.98
H  -3.55  -1.18  -0.12
H  -5.17  -0.57  -0.48
In  2.50  2.30  -2.50

As for the HOMO energy: -13.923 eV. The spin multiplicity is 1. Its net charge is +2.



Entry from OMol25: the molecule C23H36N2O3 (wB97M-V/def2-TZVPD).

Element x y z (Å)
C  3.44  0.33  -2.60
C  4.73  -0.15  -1.94
C  4.56  -0.32  -0.42
C  5.83  -0.87  0.25
C  6.94  0.17  0.32
C  6.43  1.43  1.01
C  5.19  1.95  0.28
N  4.18  0.92  0.22
C  2.95  1.17  0.73
O  2.64  2.26  1.19
C  1.97  0.04  0.74
C  2.10  -1.00  1.65
C  1.14  -2.00  1.69
C  0.03  -1.97  0.85
O  -0.88  -3.00  0.96
C  -1.17  -3.69  -0.24
C  -0.14  -0.88  -0.02
O  -1.23  -0.75  -0.84
C  -2.47  -0.55  -0.17
C  -2.54  0.83  0.49
C  -3.93  1.05  1.08
N  -4.92  0.96  0.03
C  -6.22  1.52  0.37
C  -7.07  0.66  1.31
C  -7.00  1.86  -0.90
C  -4.93  -0.37  -0.54
C  -3.59  -0.66  -1.20
C  0.84  0.11  -0.06
H  3.14  1.30  -2.19
H  2.63  -0.37  -2.42
H  3.58  0.44  -3.67
H  5.01  -1.11  -2.36
H  5.53  0.56  -2.16
H  3.75  -1.04  -0.27
H  6.17  -1.76  -0.29
H  5.58  -1.18  1.27
H  7.80  -0.24  0.86
H  7.28  0.42  -0.69
H  7.20  2.20  1.02
H  6.16  1.19  2.04
H  4.75  2.80  0.81
H  5.46  2.27  -0.73
H  2.94  -1.04  2.31
H  1.23  -2.83  2.37
H  -1.99  -4.37  0.01
H  -1.47  -3.02  -1.04
H  -0.30  -4.28  -0.56
H  -2.61  -1.32  0.60
H  -2.34  1.59  -0.27
H  -1.78  0.91  1.27
H  -3.97  2.05  1.52
H  -4.10  0.31  1.88
H  -6.00  2.47  0.88
H  -7.37  -0.26  0.82
H  -7.97  1.21  1.60
H  -6.51  0.42  2.21
H  -7.40  0.96  -1.37
H  -6.35  2.36  -1.61
H  -7.83  2.51  -0.66
H  -5.72  -0.43  -1.29
H  -5.12  -1.14  0.23
H  -3.60  -1.65  -1.65
H  -3.40  0.08  -1.99
H  0.70  0.94  -0.74

Its energy relative to the best compared isomer or geometry (same formula, charge and spin) is 30.6 kcal per mole. As for the HOMO energy: -8.393 eV. The spin multiplicity is 1. Its structure (SMILES) is CC[C@H]1CCCCN1C(=O)c1ccc(OC)c(OC2CCN(C(C)C)CC2)c1. Its net charge is 0.



Entry from OMol25: a structure of composition C4H8O2 (wB97M-V/def2-TZVPD).

Element x y z (Å)
O  1.35  -2.01  1.09
C  1.39  0.62  0.63
C  0.25  0.48  -0.04
C  -1.20  0.89  0.07
C  -1.35  0.04  -1.21
O  0.09  -0.14  -1.27
H  1.74  -1.98  0.21
H  1.42  0.98  1.65
H  2.32  0.28  0.19
H  0.66  -1.34  1.01
H  -1.79  0.60  0.94
H  -1.29  1.96  -0.11
H  -1.73  0.54  -2.10
H  -1.85  -0.92  -1.06

Its energy relative to the best compared isomer or geometry (same formula, charge and spin) is 59.1 kcal per mole. As for the HOMO energy: -8.869 eV. The spin multiplicity is 1. Its net charge is 0.



Entry from OMol25: a structure of composition C26H26F5GeO2SSbSe4Tc (wB97M-V/def2-TZVPD).

Element x y z (Å)
Tc  2.31  0.95  0.42
Se  4.69  5.34  -1.17
Sb  3.23  4.52  0.52
Se  4.16  2.06  1.15
Se  1.49  2.74  -0.65
Se  2.19  5.82  2.21
C  1.50  3.27  5.57
C  1.32  1.98  4.79
S  0.60  2.32  3.15
O  1.15  1.19  2.26
C  -1.11  1.81  3.45
C  -1.29  0.37  3.88
H  1.72  3.05  6.61
H  0.60  3.89  5.53
H  2.31  3.87  5.16
H  0.67  1.27  5.31
H  2.27  1.48  4.59
H  -1.61  2.01  2.50
H  -1.49  2.52  4.19
H  -0.61  -0.29  3.34
H  -2.31  0.05  3.67
H  -1.12  0.23  4.95
F  2.37  -0.74  -1.82
C  3.27  0.20  -1.32
F  4.36  -0.51  -0.95
C  3.71  1.04  -2.54
F  4.40  2.12  -2.12
F  2.64  1.48  -3.22
F  4.48  0.36  -3.37
C  0.53  -0.84  0.59
Ge  -0.60  -1.12  -1.15
C  -2.28  -0.82  -0.14
C  -2.75  0.47  0.14
C  -3.90  0.64  0.89
C  -4.58  -0.46  1.39
C  -4.10  -1.73  1.16
C  -2.96  -1.91  0.39
C  -0.27  -3.00  -1.53
C  -1.27  -3.65  -2.25
C  -1.15  -5.00  -2.55
C  -0.02  -5.70  -2.15
C  0.99  -5.05  -1.45
C  0.86  -3.71  -1.14
C  -0.60  -0.01  -2.78
C  -1.75  0.74  -3.03
C  -1.94  1.34  -4.27
C  -0.98  1.20  -5.26
C  0.16  0.44  -5.02
C  0.34  -0.17  -3.79
H  -0.23  -0.75  1.36
H  -2.22  1.34  -0.23
H  -4.28  1.64  1.08
H  -5.49  -0.32  1.98
H  -4.61  -2.60  1.56
H  -2.59  -2.91  0.19
H  -2.15  -3.10  -2.57
H  -1.94  -5.50  -3.10
H  0.08  -6.75  -2.39
H  1.88  -5.59  -1.15
H  1.66  -3.22  -0.59
H  -2.53  0.82  -2.29
H  -2.84  1.91  -4.45
H  -1.13  1.66  -6.23
H  0.90  0.32  -5.80
H  1.22  -0.78  -3.64
O  2.90  -1.10  1.21
C  1.74  -1.12  0.94

Its energy relative to the best compared isomer or geometry (same formula, charge and spin) is 53.9 kcal per mole. As for the HOMO energy (alpha / beta): -10.870 / -10.866 eV. The spin multiplicity is 1. Its net charge is +1.



Entry from OMol25: a structure of composition C8H10N2OPbS4 (wB97M-V/def2-TZVPD).

Element x y z (Å)
Pb  1.74  2.74  -1.32
C  -2.69  2.70  -0.22
C  -1.37  1.94  -0.27
O  -0.31  2.65  -0.42
N  -1.28  0.61  -0.14
C  -0.01  -0.03  0.17
C  -0.03  -1.54  0.21
C  -1.16  -2.39  0.30
C  -0.99  -3.73  0.03
C  0.29  -4.25  -0.19
C  1.36  -3.38  0.03
N  1.19  -2.09  0.20
H  -2.84  3.05  -1.20
H  -2.49  3.63  0.39
H  -3.51  2.09  0.24
H  -2.16  0.09  0.08
H  0.38  0.30  1.17
H  0.68  0.28  -0.61
H  -2.14  -1.99  0.59
H  -1.85  -4.39  -0.11
H  0.42  -5.28  -0.40
H  2.37  -3.66  0.05
S  4.59  2.32  0.27
S  3.91  4.17  1.01
S  2.79  5.16  -0.41
S  3.12  1.01  0.56

Its energy relative to the best compared isomer or geometry (same formula, charge and spin) is 3.5 kcal per mole. As for the HOMO energy: -7.001 eV. The spin multiplicity is 1. Its net charge is 0.



Entry from OMol25: a cluster of 5 separate species, C2H12O5 in total (wB97M-V/def2-TZVPD).

Element x y z (Å)
C  2.21  -2.60  -2.06
C  2.38  -1.09  -1.61
O  2.51  -0.84  -0.36
H  2.22  -3.30  -1.23
H  1.44  -2.77  -2.83
H  3.15  -2.76  -2.66
H  2.77  -0.32  -2.33
O  -4.15  -1.03  0.40
H  -4.02  -1.98  0.66
H  -4.40  -0.56  1.20
O  -2.20  4.21  0.86
H  -1.43  4.34  1.44
H  -1.91  3.94  -0.04
O  1.15  1.93  0.45
H  2.10  2.07  0.75
H  0.78  1.60  1.32
O  -0.75  -0.70  1.94
H  -0.52  -0.02  2.70
H  -1.35  -0.11  1.39

Its energy relative to the best compared isomer or geometry (same formula, charge and spin) is 40.0 kcal per mole. As for the HOMO energy: -9.756 eV. The spin multiplicity is 1. Its structure (SMILES) is CC=O.O.O.O.O. Its net charge is 0.



Entry from OMol25: a cluster of 2 separate species, C2H4N4O3 in total (wB97M-V/def2-TZVPD).

Element x y z (Å)
C  0.80  -3.49  0.23
C  -0.08  -0.13  0.23
N  0.61  -3.88  1.33
N  0.30  2.18  -0.17
N  0.13  0.96  -0.54
N  -0.30  0.11  1.60
O  -0.53  -0.96  2.20
O  1.09  -3.10  -0.84
O  -0.43  1.22  2.03
H  -0.17  -1.14  -0.02
H  0.19  -3.91  2.16
H  0.30  2.87  -0.86
H  0.46  0.65  -1.48

Its energy relative to the best compared isomer or geometry (same formula, charge and spin) is 56.3 kcal per mole. As for the HOMO energy (alpha / beta): -9.164 / -9.162 eV. The spin multiplicity is 1. Its net charge is 0.